(1)
# C4H5NO2

A single C4H5NO2 molecule (ωB97M-V/def2-TZVPD, the OMol25 dataset).

Structure (ORCA input):
```
! wB97M-V def2-TZVPD RIJCOSX def2/J DEFGRID3
* xyz 0 1
O 1.4788 -1.5185 -0.4966
C 1.4084 -0.3182 -0.6218
C 0.6627 0.5433 0.3663
C -0.6246 1.2059 0.0524
N -0.5909 0.0394 0.9251
C -1.0758 -1.1536 0.3184
O -1.6278 -1.1904 -0.7522
H 1.9201 0.2014 -1.4570
H 1.3335 1.0335 1.0736
H -1.0793 1.0637 -0.9242
H -0.8691 2.1325 0.5648
H -0.9361 -2.0390 0.9511
*
```

Computed properties:
**Gap between HOMO and LUMO**: 10.6 eV
**LUMO level**: 0.583 eV
**HOMO level**: -0.36958 hartree
**SMILES string**: O=C[C@H]1CN1C=O

=====

(2)
# C4H5NO2

A single C4H5NO2 molecule (ωB97M-V/def2-TZVPD, the OMol25 dataset).

Structure (ORCA input):
```
! wB97M-V def2-TZVPD RIJCOSX def2/J DEFGRID3
* xyz 0 1
O 0.9748 2.3355 0.5150
C 0.5230 1.2312 0.2837
N 1.2238 0.1205 -0.1018
C 0.4151 -1.0159 -0.5046
C -0.9738 -0.6131 -0.0435
O -1.0456 -0.2736 1.3273
C -0.9243 0.7872 0.3768
H 2.2293 0.0988 -0.0449
H 0.7588 -1.9507 -0.0514
H 0.4089 -1.1345 -1.5953
H -1.8503 -1.0874 -0.4757
H -1.7398 1.5021 0.3143
*
```

Computed properties:
**Gap between HOMO and LUMO**: 10.6 eV
**LUMO level**: 0.862 eV
**HOMO level**: -0.35853 hartree
**SMILES string**: O=C1NC[C@H]2O[C@@H]12

=====

(3)
# C4H5NO2

A molecular structure, C4H5NO2 (ωB97M-V/def2-TZVPD, the OMol25 dataset).

Structure (ORCA input):
```
! wB97M-V def2-TZVPD RIJCOSX def2/J DEFGRID3
* xyz 0 1
C -1.9992 0.3449 0.1762
C -0.6360 -0.2052 -0.0315
C -0.0728 -1.3015 -0.5005
O 1.3688 -1.1225 -0.3681
C 1.2752 0.0879 0.1699
O 3.0987 0.6377 0.4638
N 1.1946 1.1839 0.6752
H -2.1847 0.5477 1.2403
H -2.1323 1.2912 -0.3661
H -2.7718 -0.3595 -0.1739
H -0.3714 -2.2571 -0.9288
H 3.2309 1.1526 -0.3567
*
```

Computed properties:
**Gap between HOMO and LUMO (alpha / beta)**: 7.9 / 7.9 eV
**LUMO level (alpha / beta)**: -0.987 / -0.988 eV
**HOMO level (alpha / beta)**: -0.32493 / -0.32492 hartree

=====

(4)
# C4H5NO2

A molecular structure, C4H5NO2 (ωB97M-V/def2-TZVPD, the OMol25 dataset).

Structure (ORCA input):
```
! wB97M-V def2-TZVPD RIJCOSX def2/J DEFGRID3
* xyz 0 1
C 1.6893 -0.2426 0.0931
C 0.5100 -0.1525 0.8974
C -0.8031 -0.6200 -0.4647
C -0.6961 0.9382 -0.4113
H 0.9152 -0.3296 2.0257
H -0.2483 -1.1494 -1.1928
H -1.8291 -0.9961 -0.6470
H -0.1662 1.4724 -1.0205
H -1.8303 1.1178 -0.3047
N 2.7463 0.1068 -0.3905
O -0.2399 -1.2838 0.5513
O -0.0479 1.1389 0.8642
*
```

Computed properties:
**Gap between HOMO and LUMO**: 11.1 eV
**LUMO level**: 0.557 eV
**HOMO level**: -0.38844 hartree

=====

Energy relative to the most stable one, in kcal/mol: (1) 24.3; (2) 0.0; (3) 156.6; (4) 84.0

=====

(1)
# C4H5NO2

A molecular structure, C4H5NO2 (ωB97M-V/def2-TZVPD, the OMol25 dataset).

Structure (ORCA input):
```
! wB97M-V def2-TZVPD RIJCOSX def2/J DEFGRID3
* xyz 0 1
C 0.6022 -0.4181 -0.0232
C -1.5876 -0.8752 -0.0356
C -1.4437 0.5424 -0.2237
C -0.0519 0.6735 -0.0644
H 2.5821 -0.3091 -0.8659
H 2.1264 -0.9493 1.2539
H -2.4086 -1.4931 0.5026
H -2.2472 1.2633 0.1224
H 0.4860 2.2840 -0.7305
N 1.7848 -1.1285 -0.1369
O -0.4168 -1.4247 0.0004
O 0.5742 1.8350 0.2008
*
```

Computed properties:
**Gap between HOMO and LUMO**: 8.3 eV
**LUMO level**: 0.105 eV
**HOMO level**: -0.30237 hartree

=====

(2)
# C4H5NO2

A single C4H5NO2 molecule (ωB97M-V/def2-TZVPD, the OMol25 dataset).

Structure (ORCA input):
```
! wB97M-V def2-TZVPD RIJCOSX def2/J DEFGRID3
* xyz 0 1
C -1.0053 1.2214 -0.9229
C -1.7149 0.2401 -0.3649
C 0.2570 -0.1991 0.2153
C 1.2827 -1.1172 0.8080
N 0.2772 0.9948 -0.4426
O 1.2700 1.7491 -0.6405
O -1.0195 -0.6362 0.3190
H -1.2172 1.9834 -1.6556
H -2.7015 0.0515 -0.4235
H 0.8384 -1.8446 1.5991
H 1.6505 -1.9052 0.1205
H 2.0827 -0.5380 1.3881
*
```

Computed properties:
**Gap between HOMO and LUMO**: 9.0 eV
**LUMO level**: 0.805 eV
**HOMO level**: -0.30132 hartree
**SMILES string**: Cc1occ[n+]1[O-]

=====

(3)
# C4H5NO2

A single C4H5NO2 molecule (ωB97M-V/def2-TZVPD, the OMol25 dataset).

Structure (ORCA input):
```
! wB97M-V def2-TZVPD RIJCOSX def2/J DEFGRID3
* xyz 0 1
C 0.3442 -1.0948 -2.0437
C -0.1450 -0.2396 -0.1563
C -0.3152 1.0628 0.0113
O -0.2129 1.5018 1.3333
C -0.1487 0.4432 2.1149
O -0.0372 0.8984 3.3458
N 0.0122 -1.3552 -0.6237
H 0.9808 -1.8914 -2.3892
H -0.6312 -1.1058 -2.5476
H 0.8010 -0.1089 -2.2379
H -0.6697 1.7643 -0.7275
H 0.0218 0.1252 3.9205
*
```

Computed properties:
**Gap between HOMO and LUMO**: 8.3 eV
**LUMO level**: 0.419 eV
**HOMO level**: -0.29014 hartree

=====

(4)
# C4H5NO2

A single C4H5NO2 molecule (ωB97M-V/def2-TZVPD, the OMol25 dataset).

Structure (ORCA input):
```
! wB97M-V def2-TZVPD RIJCOSX def2/J DEFGRID3
* xyz 0 1
O 2.1862 0.5684 1.9141
C 2.1196 0.0801 0.8181
C 0.9152 0.1990 -0.1173
O 1.1769 0.3850 -1.2866
N -0.3730 0.2612 0.4156
C -1.3530 -0.7801 0.0983
C -1.4040 0.5066 -0.6117
H 2.9812 -0.3987 0.3146
H -2.0650 -0.9903 0.8866
H -1.0022 -1.6390 -0.4700
H -1.0973 0.5176 -1.6577
H -2.0847 1.2903 -0.3039
*
```

Computed properties:
**Gap between HOMO and LUMO**: 9.8 eV
**LUMO level**: -0.173 eV
**HOMO level**: -0.36819 hartree
**SMILES string**: O=CC(=O)N1CC1

=====

Energy relative to the most stable one, in kcal/mol: (1) 90.3; (2) 30.4; (3) 74.2; (4) 0.0

=====

(1)
# C4H5NO2

2 unconnected molecules or ions with the total composition C4H5NO2 (ωB97M-V/def2-TZVPD, the OMol25 dataset).

Structure (ORCA input):
```
! wB97M-V def2-TZVPD RIJCOSX def2/J DEFGRID3
* xyz 0 1
O 0.8482 -1.3542 -0.8303
C 1.3302 -0.2343 -0.4922
C 0.7760 0.5984 0.5265
C -0.7208 1.2311 0.1877
N -0.5057 0.1984 1.0831
C -0.9270 -1.4302 -0.0649
O -1.9023 -1.3722 -0.7419
H 2.2004 -0.0912 -1.1391
H 1.4756 1.2616 1.0588
H -1.3721 1.0378 -0.6846
H -0.5947 2.2981 0.4074
H -0.6077 -2.1434 0.6894
*
```

Computed properties:
**Gap between HOMO and LUMO**: 9.0 eV
**LUMO level**: 0.195 eV
**HOMO level**: -0.32312 hartree

=====

(2)
# C4H5NO2

A single C4H5NO2 molecule (ωB97M-V/def2-TZVPD, the OMol25 dataset).

Structure (ORCA input):
```
! wB97M-V def2-TZVPD RIJCOSX def2/J DEFGRID3
* xyz 0 1
O -2.0672 -1.2160 -0.9852
C -0.9427 -1.2518 -1.4130
C 0.1587 -0.3579 -0.8517
O 1.2928 -0.4244 -1.2630
N -0.2848 0.4672 0.1664
C 0.6627 1.2507 0.9803
C 0.2010 0.1544 1.8696
H -0.6018 -1.9303 -2.2143
H 0.3096 2.2654 1.1673
H 1.6417 1.2291 0.4955
H 0.9081 -0.6786 1.7038
H -1.2781 0.4921 0.3443
*
```

Computed properties:
**Gap between HOMO and LUMO**: 7.7 eV
**LUMO level**: -0.967 eV
**HOMO level**: -0.31679 hartree

=====

(3)
# C4H5NO2

A single C4H5NO2 molecule (ωB97M-V/def2-TZVPD, the OMol25 dataset).

Structure (ORCA input):
```
! wB97M-V def2-TZVPD RIJCOSX def2/J DEFGRID3
* xyz 0 1
O 1.7013 1.3684 -0.1774
C 1.7083 0.1614 -0.1681
C 0.8132 -0.6957 0.7536
O 1.3456 -1.5513 1.4126
N -0.5912 -0.5658 0.7006
C -1.0493 -0.3135 -0.7012
C -1.2667 0.6813 0.3538
H 2.3742 -0.4196 -0.8407
H -1.8021 -1.0119 -1.0508
H -0.2697 -0.0549 -1.4174
H -0.7155 1.6115 0.2886
H -2.2333 0.7781 0.8361
*
```

Computed properties:
**Gap between HOMO and LUMO**: 9.8 eV
**LUMO level**: 0.001 eV
**HOMO level**: -0.35858 hartree
**SMILES string**: O=CC(=O)N1CC1

=====

Energy relative to the most stable one, in kcal/mol: (1) 50.9; (2) 44.6; (3) 0.0

=====

(1)
# C4H5NO2

A single C4H5NO2 molecule (ωB97M-V/def2-TZVPD, the OMol25 dataset).

Structure (ORCA input):
```
! wB97M-V def2-TZVPD RIJCOSX def2/J DEFGRID3
* xyz 0 1
O -1.2064 2.1939 0.4390
C -1.1524 1.0399 0.0923
C -0.3013 0.0452 0.8467
C -0.0950 -1.3227 0.3573
N 1.0290 -0.3546 0.3469
C 1.3474 0.1898 -0.9267
O 0.5609 0.7136 -1.6771
H -1.7644 0.6413 -0.7361
H -0.2782 0.2332 1.9166
H -0.5078 -1.5873 -0.6151
H -0.0189 -2.1396 1.0700
H 2.4185 0.1256 -1.1694
*
```

Computed properties:
**Gap between HOMO and LUMO**: 10.5 eV
**LUMO level**: 0.620 eV
**HOMO level**: -0.36313 hartree
**SMILES string**: O=C[C@H]1CN1C=O

=====

(2)
# C4H5NO2

A molecular structure, C4H5NO2 (ωB97M-V/def2-TZVPD, the OMol25 dataset).

Structure (ORCA input):
```
! wB97M-V def2-TZVPD RIJCOSX def2/J DEFGRID3
* xyz 0 1
O 1.4694 0.5648 0.9293
C 1.3532 0.8419 -0.4363
C 0.5890 -0.3469 -0.7536
C 0.7204 -0.6710 0.7304
N -2.8677 -0.7267 0.8675
C -2.5928 0.1796 0.2073
O -0.0054 0.9661 -0.8125
H 2.0873 1.4705 -0.9273
H 0.5188 -0.9944 -1.6207
H 1.3550 -1.5370 0.9396
H -0.2089 -0.7040 1.3031
H -2.2635 1.0046 -0.3940
*
```

Computed properties:
**Gap between HOMO and LUMO**: 11.4 eV
**LUMO level**: 0.943 eV
**HOMO level**: -0.38468 hartree

=====

Energy relative to the most stable one, in kcal/mol: (1) 0.0; (2) 33.5

=====

(1)
# C4H5NO2

A single C4H5NO2 molecule (ωB97M-V/def2-TZVPD, the OMol25 dataset).

Structure (ORCA input):
```
! wB97M-V def2-TZVPD RIJCOSX def2/J DEFGRID3
* xyz 0 1
O 1.9704 -1.2965 0.8859
C 1.2410 -0.0930 0.9398
C 0.1726 -0.0509 -0.1311
N 0.6928 -0.5201 -1.4099
O -0.0932 -0.5636 -2.3211
C -2.2900 0.8017 -0.1725
C -1.0644 0.3797 -0.0605
H 2.3037 -1.3780 -0.0194
H 0.7944 -0.0279 1.9346
H 1.9037 0.7782 0.8142
H -3.1347 0.1347 -0.0220
H -2.4962 1.8357 -0.4378
*
```

Computed properties:
**Gap between HOMO and LUMO**: 8.6 eV
**LUMO level**: -0.702 eV
**HOMO level**: -0.34279 hartree
**SMILES string**: C=C=C(CO)N=O

=====

(2)
# C4H5NO2

A single C4H5NO2 molecule (ωB97M-V/def2-TZVPD, the OMol25 dataset).

Structure (ORCA input):
```
! wB97M-V def2-TZVPD RIJCOSX def2/J DEFGRID3
* xyz 0 1
C 2.0863 -1.1549 0.7814
C 0.4421 0.2024 -0.0283
C -0.4586 1.0493 0.4131
O -1.7900 1.0158 0.0154
C -1.9182 0.5046 -1.2075
O -3.2065 0.5940 -1.4862
N 1.4301 -0.4569 -0.3153
H 2.3153 -2.1903 0.5348
H 3.0245 -0.6080 0.9019
H 1.5146 -1.0877 1.7156
H -0.1725 1.8983 1.0179
H -3.2883 0.2365 -2.3802
*
```

Computed properties:
**Gap between HOMO and LUMO**: 9.6 eV
**LUMO level**: 0.923 eV
**HOMO level**: -0.31743 hartree

=====

(3)
# C4H5NO2

A molecular structure, C4H5NO2 (ωB97M-V/def2-TZVPD, the OMol25 dataset).

Structure (ORCA input):
```
! wB97M-V def2-TZVPD RIJCOSX def2/J DEFGRID3
* xyz 0 1
O -0.9332 2.4368 0.2112
C -0.3704 1.3976 0.1023
C -0.9789 0.0028 0.1511
C -0.0845 -1.0393 -0.5348
N 0.9131 -0.4980 -1.2257
C 1.5405 0.2176 -0.3036
O 1.0542 1.4014 0.0440
H -1.2444 -0.2161 1.1901
H -1.9120 0.0801 -0.4150
H -0.5528 -1.9517 -0.9025
H 0.9090 -1.2104 0.8929
H 1.6594 -0.6208 0.7901
*
```

Computed properties:
**Gap between HOMO and LUMO**: 9.1 eV
**LUMO level**: -0.509 eV
**HOMO level**: -0.35218 hartree

=====

Energy relative to the most stable one, in kcal/mol: (1) 8.8; (2) 0.0; (3) 31.6

=====

(1)
# C5H13O3

2 unconnected molecules or ions with the total composition C5H13O3 (ωB97M-V/def2-TZVPD, the OMol25 dataset).

Structure (ORCA input):
```
! wB97M-V def2-TZVPD RIJCOSX def2/J DEFGRID3
* xyz 0 2
C -1.2161 -1.4732 2.0037
O -1.9284 -2.7357 2.1690
C -1.1436 -1.1247 0.4976
C 0.2931 -0.9097 -0.0187
C 0.3499 0.1847 -1.0883
C 0.1180 1.5952 -0.4096
O 0.4722 2.5571 -1.2973
H -1.9406 -0.8027 2.4587
H -0.3000 -1.6267 2.5643
H -1.4799 -3.4165 1.6492
H -1.7477 -1.8450 -0.0372
H -1.6070 -0.1407 0.4339
H 0.9876 -0.5904 0.7517
H 0.6460 -1.8909 -0.3472
H -0.5392 -0.0027 -1.6945
H 1.2208 0.2912 -1.7354
H 0.6607 1.7191 0.5364
H -0.9758 1.6080 -0.3135
H 1.9092 2.9073 -1.9556
H 3.4266 2.5649 -1.8574
O 2.7942 3.1314 -2.3096
*
```

Computed properties:
**Gap between HOMO and LUMO (alpha / beta)**: 11.3 / 8.3 eV
**LUMO level (alpha / beta)**: 0.707 / -2.208 eV
**HOMO level (alpha / beta)**: -0.38873 / -0.38797 hartree
**⟨S²⟩**: 0.754

=====

(2)
# C5H13O3

A molecular structure, C5H13O3 (ωB97M-V/def2-TZVPD, the OMol25 dataset).

Structure (ORCA input):
```
! wB97M-V def2-TZVPD RIJCOSX def2/J DEFGRID3
* xyz 0 2
C -0.4866 2.1407 0.0738
O 0.3248 2.8714 0.8650
C -0.2007 0.7007 0.3526
C -1.5153 -0.0381 0.3179
C -1.8159 -1.0495 -0.7457
C -1.1591 -1.4734 -1.7989
H -0.3580 2.5168 -1.0265
H -1.4010 2.5959 0.5240
H 0.3923 0.2260 -0.3764
H 0.3220 0.4409 1.3219
H -2.3299 0.8165 0.3434
H -1.7181 -0.5942 1.3416
H -2.7533 -1.6414 -0.5152
H -0.0910 -1.1566 -2.0693
H -1.5001 -2.2804 -2.4123
H 2.0591 -1.4775 0.3508
H 1.3296 -0.9989 1.4498
O 1.8473 -1.7986 1.5606
H 2.8535 -1.3149 -1.0476
H 1.2338 3.0473 0.4226
O 1.9562 -1.3056 -0.8638
*
```

Computed properties:
**Gap between HOMO and LUMO (alpha / beta)**: 10.1 / 5.6 eV
**LUMO level (alpha / beta)**: 0.622 / -3.823 eV
**HOMO level (alpha / beta)**: -0.34792 / -0.34784 hartree
**⟨S²⟩**: 0.764

=====

Energy relative to the most stable one, in kcal/mol: (1) 0.0; (2) 71.1

=====

(1)
# H3N3O2

A single H3N3O2 molecule (ωB97M-V/def2-TZVPD, the OMol25 dataset).

Structure (ORCA input):
```
! wB97M-V def2-TZVPD RIJCOSX def2/J DEFGRID3
* xyz 0 1
N 1.2059 0.6294 -0.0992
N -0.8717 0.2705 -0.1361
N 0.3797 -0.2254 -0.2084
O 0.5106 -1.4274 -0.0573
O 2.4694 0.2244 -0.0021
H -1.0047 1.2312 -0.3656
H -1.6188 -0.2873 -0.3877
H 2.5892 -0.7440 0.0268
*
```

Computed properties:
**Gap between HOMO and LUMO**: 10.5 eV
**LUMO level**: 1.094 eV
**HOMO level**: -0.34676 hartree
**SMILES string**: N/[N+]([O-])=N/O

=====

(2)
# H3N3O2

A single H3N3O2 molecule (ωB97M-V/def2-TZVPD, the OMol25 dataset).

Structure (ORCA input):
```
! wB97M-V def2-TZVPD RIJCOSX def2/J DEFGRID3
* xyz 0 1
N 0.0346 0.9761 -0.8120
N 1.1245 -0.9547 0.2805
N -0.0623 -0.2986 0.0537
O -1.1217 -0.7177 0.4782
O -1.1476 1.5284 -1.0527
H 2.0437 -0.4684 0.3114
H 0.9811 -1.5074 1.1890
H -1.8524 1.4423 -0.4481
*
```

Computed properties:
**Gap between HOMO and LUMO (alpha / beta)**: 8.5 / 9.3 eV
**LUMO level (alpha / beta)**: 0.323 / 0.515 eV
**HOMO level (alpha / beta)**: -0.30014 / -0.32370 hartree
**SMILES string**: N/[N+]([O-])=N/O

=====

(3)
# H3N3O2

2 unconnected molecules or ions with the total composition H3N3O2 (ωB97M-V/def2-TZVPD, the OMol25 dataset).

Structure (ORCA input):
```
! wB97M-V def2-TZVPD RIJCOSX def2/J DEFGRID3
* xyz 0 1
N 0.9794 0.0753 -0.0356
N -1.0580 -0.5125 0.4457
N -2.1471 0.2154 -0.0189
O -2.1918 1.4092 -0.0239
O -3.0396 -0.5858 -0.1704
H 0.6136 0.8852 -0.3895
H 1.2615 0.1562 0.8790
H -1.0156 -1.3793 -0.0194
*
```

Computed properties:
**Gap between HOMO and LUMO (alpha / beta)**: 9.2 / 9.9 eV
**LUMO level (alpha / beta)**: -1.871 / -1.208 eV
**HOMO level (alpha / beta)**: -0.40822 / -0.40856 hartree

=====

Energy relative to the most stable one, in kcal/mol: (1) 0.0; (2) 26.2; (3) 54.9